# 1
# C31H32EuN4O3

A structure of composition C31H32EuN4O3 in a non-equilibrium geometry (the ωB97M-V functional and the def2-TZVPD basis, OMol25).

Results
Multiplicity ... 7
ΔE to the lowest compared entry with this formula, charge and spin ... 498.2 kJ/mol
Electronic energy ... -64091.680 eV
Expectation value of S² ... 12.026
Frontier orbital gap (spin up / spin down) ... 4.4 / 4.6 eV
Charge ... +1
E_HOMO (spin up / spin down) ... -7.6 / -10.2 eV

```
71
C31H32EuN4O3 the ωB97M-V functional and the def2-TZVPD basis
Eu -0.74 -0.38 0.05
O -1.74 -2.02 0.87
C -2.93 -2.52 0.77
C -3.16 -3.85 1.19
C -4.40 -4.43 1.16
C -5.51 -3.70 0.71
C -5.34 -2.41 0.29
C -4.07 -1.79 0.28
C -4.02 -0.48 -0.29
N -2.95 0.21 -0.50
C -3.07 1.45 -1.25
C -2.03 2.48 -0.76
N -0.70 1.90 -0.69
C 0.31 2.69 -0.81
C 1.67 2.37 -0.56
C 2.62 3.39 -0.75
C 3.94 3.24 -0.42
C 4.37 2.02 0.13
C 3.48 0.99 0.32
C 2.11 1.11 -0.01
O 1.31 0.11 0.19
H -2.30 -4.40 1.55
H -4.52 -5.45 1.49
H -6.48 -4.16 0.70
H -6.19 -1.85 -0.05
H -4.99 -0.08 -0.61
H -4.07 1.89 -1.17
H -2.88 1.22 -2.31
H -2.31 2.80 0.25
H -2.05 3.36 -1.42
H 0.13 3.74 -1.09
H 2.29 4.33 -1.18
H 4.64 4.04 -0.56
H 5.40 1.90 0.41
H 3.80 0.05 0.73
C 5.63 -1.61 -1.43
C 4.19 -1.46 -1.80
C 3.22 -2.28 -1.25
C 1.87 -2.11 -1.53
C 0.88 -3.05 -0.92
C 1.49 -1.08 -2.44
C 0.10 -0.83 -2.76
O -0.87 -1.19 -2.09
C 2.48 -0.26 -3.03
C 2.13 0.85 -3.96
C 3.81 -0.47 -2.70
H 5.78 -2.44 -0.75
H 5.98 -0.70 -0.96
H 6.24 -1.77 -2.32
H 3.51 -3.07 -0.58
H 1.40 -3.95 -0.55
H 0.11 -3.36 -1.63
H 0.38 -2.59 -0.04
H -0.08 -0.28 -3.70
H 1.38 1.51 -3.52
H 1.74 0.45 -4.90
H 3.01 1.45 -4.19
H 4.57 0.16 -3.14
N -1.73 2.33 6.01
C -1.54 1.83 4.77
C -2.51 1.06 4.12
C -2.26 0.56 2.87
N -1.12 0.77 2.19
C -0.20 1.53 2.81
C -0.35 2.08 4.06
H -2.57 2.11 6.52
H -1.01 2.84 6.47
H -3.45 0.85 4.61
H -3.01 -0.04 2.36
H 0.71 1.72 2.25
H 0.43 2.68 4.49
```

# 2
# C25H27N2O2

A cluster of 2 separate species, C25H27N2O2 in total in a non-equilibrium geometry (the ωB97M-V functional and the def2-TZVPD basis, OMol25).

Results
Multiplicity ... 1
ΔE to the lowest compared entry with this formula, charge and spin ... 140.0 kJ/mol
Electronic energy ... -33430.580 eV
Frontier orbital gap ... 6.0 eV
Charge ... +1
E_HOMO ... -11.1 eV

```
56
C25H27N2O2 the ωB97M-V functional and the def2-TZVPD basis
C 6.32 2.59 1.92
O 6.35 1.21 1.49
C 5.17 0.54 1.52
C 5.25 -0.88 1.41
C 4.14 -1.63 1.68
C 2.87 -1.02 1.98
C 1.76 -1.83 2.33
C 0.40 -1.40 2.37
C -0.59 -2.28 1.84
C -1.93 -2.02 1.99
C -2.33 -0.87 2.69
O -3.70 -0.74 2.98
C -4.45 0.12 2.17
C -5.45 -0.45 1.38
C -6.03 0.32 0.38
C -5.68 1.67 0.24
C -4.76 2.25 1.12
C -4.14 1.48 2.11
C -1.40 0.05 3.18
C -0.05 -0.22 3.02
C 2.79 0.40 1.90
C 3.93 1.17 1.74
H 7.36 2.90 1.91
H 5.73 3.20 1.22
H 5.89 2.68 2.93
H 6.22 -1.32 1.17
H 4.20 -2.72 1.65
H 1.95 -2.90 2.44
H -0.26 -3.19 1.33
H -2.70 -2.69 1.60
H -5.69 -1.51 1.52
H -6.75 -0.14 -0.29
H -6.12 2.27 -0.56
H -4.49 3.30 1.04
H -3.42 1.89 2.81
H -1.73 0.94 3.72
H 0.68 0.46 3.47
H 1.84 0.92 2.00
H 3.86 2.26 1.82
C 3.47 -2.45 5.23
C 2.08 -2.37 5.79
N 1.05 -2.34 5.01
C -0.25 -2.33 5.68
C -0.27 -1.64 7.03
C 0.80 -2.22 7.92
N 2.02 -2.37 7.14
H 4.22 -2.12 5.95
H 3.70 -3.48 4.93
H 3.53 -1.83 4.33
H -0.92 -1.80 4.99
H -0.64 -3.35 5.81
H -0.09 -0.58 6.88
H -1.26 -1.76 7.50
H 1.01 -1.56 8.77
H 0.47 -3.20 8.30
H 2.90 -2.49 7.62
```

What did the first record say?
# C31H32EuN4O3

A structure of composition C31H32EuN4O3 in a non-equilibrium geometry (the ωB97M-V functional and the def2-TZVPD basis, OMol25).

Results
Multiplicity ... 7
ΔE to the lowest compared entry with this formula, charge and spin ... 498.2 kJ/mol
Electronic energy ... -64091.680 eV
Expectation value of S² ... 12.026
Frontier orbital gap (spin up / spin down) ... 4.4 / 4.6 eV
Charge ... +1
E_HOMO (spin up / spin down) ... -7.6 / -10.2 eV

```
71
C31H32EuN4O3 the ωB97M-V functional and the def2-TZVPD basis
Eu -0.74 -0.38 0.05
O -1.74 -2.02 0.87
C -2.93 -2.52 0.77
C -3.16 -3.85 1.19
C -4.40 -4.43 1.16
C -5.51 -3.70 0.71
C -5.34 -2.41 0.29
C -4.07 -1.79 0.28
C -4.02 -0.48 -0.29
N -2.95 0.21 -0.50
C -3.07 1.45 -1.25
C -2.03 2.48 -0.76
N -0.70 1.90 -0.69
C 0.31 2.69 -0.81
C 1.67 2.37 -0.56
C 2.62 3.39 -0.75
C 3.94 3.24 -0.42
C 4.37 2.02 0.13
C 3.48 0.99 0.32
C 2.11 1.11 -0.01
O 1.31 0.11 0.19
H -2.30 -4.40 1.55
H -4.52 -5.45 1.49
H -6.48 -4.16 0.70
H -6.19 -1.85 -0.05
H -4.99 -0.08 -0.61
H -4.07 1.89 -1.17
H -2.88 1.22 -2.31
H -2.31 2.80 0.25
H -2.05 3.36 -1.42
H 0.13 3.74 -1.09
H 2.29 4.33 -1.18
H 4.64 4.04 -0.56
H 5.40 1.90 0.41
H 3.80 0.05 0.73
C 5.63 -1.61 -1.43
C 4.19 -1.46 -1.80
C 3.22 -2.28 -1.25
C 1.87 -2.11 -1.53
C 0.88 -3.05 -0.92
C 1.49 -1.08 -2.44
C 0.10 -0.83 -2.76
O -0.87 -1.19 -2.09
C 2.48 -0.26 -3.03
C 2.13 0.85 -3.96
C 3.81 -0.47 -2.70
H 5.78 -2.44 -0.75
H 5.98 -0.70 -0.96
H 6.24 -1.77 -2.32
H 3.51 -3.07 -0.58
H 1.40 -3.95 -0.55
H 0.11 -3.36 -1.63
H 0.38 -2.59 -0.04
H -0.08 -0.28 -3.70
H 1.38 1.51 -3.52
H 1.74 0.45 -4.90
H 3.01 1.45 -4.19
H 4.57 0.16 -3.14
N -1.73 2.33 6.01
C -1.54 1.83 4.77
C -2.51 1.06 4.12
C -2.26 0.56 2.87
N -1.12 0.77 2.19
C -0.20 1.53 2.81
C -0.35 2.08 4.06
H -2.57 2.11 6.52
H -1.01 2.84 6.47
H -3.45 0.85 4.61
H -3.01 -0.04 2.36
H 0.71 1.72 2.25
H 0.43 2.68 4.49
```

Question: Which value of ΔE to the lowest compared entry with this formula, charge and spin does entry 2 give?
Answer: 140.0 kJ/mol